The following is a quantum chemistry calculation of a molecular structure, C31H24Br5CeN5O2S2, from OMol25.

The geometry in XYZ format:
```
70
Properties=species:S:1:pos:R:3:forces:R:3
Ce 0.250 -0.587 0.689 0.0 0.1 0.3
Br 6.126 -3.450 -2.233 0.1 -0.1 0.0
Br 0.932 -0.721 3.723 -0.1 0.1 -0.2
Br 3.347 1.515 -2.974 0.0 0.0 0.0
Br 5.791 -0.585 -3.881 0.1 0.0 -0.1
Br 3.976 -4.134 0.248 0.0 0.0 0.0
S -1.467 1.475 1.791 0.1 -0.5 -0.4
S 2.206 1.735 1.882 -0.2 0.0 0.1
O 1.699 0.339 -0.768 0.1 -0.8 0.2
O 1.984 -1.910 0.607 0.3 0.6 -0.8
N -1.352 0.451 -1.039 0.0 0.4 -0.2
N -2.312 1.424 -0.841 0.2 -0.2 0.2
N -3.551 2.593 0.651 0.0 0.1 0.0
N 2.097 4.342 1.685 0.1 0.1 0.1
N -0.042 -1.816 -1.697 0.3 0.1 0.2
C -0.044 -0.804 -2.581 -0.4 0.3 0.1
C -0.893 0.375 -2.242 -0.1 -0.4 0.0
C 1.426 -3.038 -3.135 0.0 0.0 0.0
C -1.828 -3.071 0.989 -0.3 -0.1 -0.3
C -0.721 -3.848 5.845 0.1 0.1 0.0
C 0.019 -2.707 5.459 -0.1 -0.2 0.1
C -2.564 -4.216 1.388 0.0 0.1 -0.1
C 3.631 -0.128 -2.089 0.0 0.0 0.0
C 0.861 3.298 -0.005 0.1 0.0 0.0
C 4.787 -2.218 -1.758 -0.1 0.1 0.0
C 2.891 -1.643 -0.365 -0.3 -0.4 0.7
C -1.205 1.366 -3.314 0.1 0.0 -0.1
C -4.376 3.179 -0.393 0.1 -0.1 0.1
C -1.015 -2.393 1.846 0.8 0.7 0.1
C -1.625 -4.003 3.604 -0.1 -0.1 0.0
C -2.462 -4.668 2.665 0.1 0.0 0.1
C 3.909 -2.516 -0.710 0.0 -0.1 0.0
C -1.519 -4.475 4.937 -0.1 0.0 -0.1
C 0.518 4.529 -0.477 0.0 0.0 -0.1
C 0.970 5.713 0.149 0.0 0.0 0.0
C 4.649 -1.014 -2.449 -0.1 -0.1 0.1
C -3.771 4.446 -0.979 0.0 0.1 -0.1
C 1.438 -1.984 -4.030 0.0 0.1 0.0
C 0.684 -0.850 -3.755 0.1 -0.2 -0.2
C 1.770 5.580 1.233 0.0 -0.1 0.0
C -0.083 -2.258 4.179 0.0 0.0 0.0
C -2.481 1.793 0.404 0.0 0.2 0.0
C 2.738 -0.442 -1.072 -0.4 0.7 -0.1
C 0.683 -2.902 -1.974 -0.2 0.1 0.1
C 1.687 3.162 1.145 0.0 -0.1 0.0
C -0.896 -2.860 3.188 -0.1 -0.2 0.0
H 0.657 -2.199 6.169 0.0 0.0 0.0
H -3.525 3.053 1.546 -0.1 0.0 0.0
H -1.940 -2.739 -0.042 0.0 0.0 0.0
H 0.677 -3.681 -1.220 0.0 0.0 0.0
H -5.358 3.377 0.037 0.0 0.0 0.0
H -4.503 2.429 -1.170 0.0 0.0 0.0
H 2.183 6.410 1.786 0.0 0.0 0.0
H -3.657 5.221 -0.217 0.0 0.0 0.0
H 2.041 -2.031 -4.928 0.0 0.0 0.0
H -0.110 4.599 -1.356 0.0 0.0 0.0
H -3.014 -5.542 2.990 0.0 0.0 0.0
H -0.271 1.817 -3.664 0.0 0.0 0.0
H -2.091 -5.352 5.220 0.0 0.0 0.0
H -4.403 4.845 -1.775 0.0 0.0 0.0
H -1.679 0.882 -4.170 0.0 0.0 0.0
H 2.684 4.254 2.504 0.0 0.0 0.0
H -3.199 -4.722 0.672 0.0 0.0 0.0
H -0.646 -4.213 6.861 0.0 0.0 0.0
H 0.544 2.402 -0.512 0.0 0.0 0.0
H 0.689 -0.010 -4.434 0.0 0.0 0.0
H -2.787 4.229 -1.397 0.0 0.0 0.0
H 0.704 6.693 -0.215 0.0 0.0 0.0
H -1.861 2.139 -2.932 0.0 0.0 0.0
H 2.006 -3.935 -3.301 0.0 0.0 0.0
```
Forces are in eV/Å.

Properties
Multiplicity: 1
F_max (Eh/bohr): 0.0212
HOMO level (eV): -7.62
HOMO-LUMO gap (eV): 6.946


The following is a quantum chemistry calculation of 2 unconnected molecules or ions with the total composition C6H14N2O2, from OMol25.

The geometry in XYZ format:
```
24
Properties=species:S:1:pos:R:3:forces:R:3
O -3.569 1.061 -0.583 0.0 0.1 0.1
O 1.997 -0.989 0.781 0.3 -0.3 -0.3
N -3.024 -1.112 -0.645 -0.4 -0.7 0.2
N 2.713 1.133 0.703 0.4 0.1 0.5
C 3.431 -0.323 -1.061 1.1 -0.3 -0.3
C -4.397 -1.566 -0.473 0.3 0.1 -0.7
C -2.709 0.199 -0.582 -0.1 0.6 -0.2
C -1.244 0.482 -0.498 1.8 -0.7 0.8
C 2.687 -0.152 0.230 -0.8 0.5 0.0
C 2.226 1.402 2.047 0.1 0.5 -0.3
H 1.259 0.949 2.159 -0.4 -0.1 0.1
H 2.911 0.125 -1.895 -0.5 0.0 -0.2
H -0.687 0.796 -1.374 -0.6 0.4 -0.5
H -4.475 -2.556 -0.925 -0.1 -0.1 0.4
H -4.722 -1.537 0.567 0.1 -0.2 0.0
H 2.153 2.482 2.186 -0.1 -0.1 -0.1
H -0.689 -0.408 -0.209 -0.1 -0.6 -0.1
H -2.302 -1.805 -0.570 0.1 0.1 0.1
H -5.045 -0.919 -1.047 -0.2 0.2 0.0
H 2.887 1.019 2.815 0.2 -0.3 0.2
H 3.689 -1.356 -1.312 -0.4 0.1 0.3
H 4.383 0.219 -1.037 0.0 0.0 0.2
H 3.459 1.736 0.396 0.0 -0.1 -0.2
H -0.931 1.119 0.328 -0.7 0.6 -0.1
```
Forces are in eV/Å.

Properties
Multiplicity: 1
SMILES: CNC(C)=O.CNC(C)=O
F_max (Eh/bohr): 0.0405
HOMO level (eV): -9.47
HOMO-LUMO gap (eV): 10.143


Energy, respectively: -15761.64210, -497.02763 a.u..